48
Properties=species:S:1:pos:R:3:mulliken_charge:R:1 method="wB97M-V/def2-TZVPD" charge=-1 homo_energy_ev=-3.154 gap_ha=0.143 total_energy_ha=-1904.7233
C 6.39221 3.49759 1.14579 -1.009
C 5.07341 3.82445 1.87280 -0.392
O 3.97856 3.10475 1.32209 -0.263
S 3.01401 4.02219 0.39023 1.139
O 3.60480 4.17277 -0.90864 -0.744
O 2.76650 5.28704 1.01852 -0.673
N 1.68790 3.13555 0.25065 -0.378
S 0.62505 3.34992 1.47511 0.916
O -0.28465 2.18624 1.57036 -0.676
O 1.23857 3.51547 2.77638 -0.692
C -0.49603 4.81886 1.04691 0.589
O -1.21089 5.20309 1.97771 -0.720
O -0.40859 5.25121 -0.06993 -0.618
H 6.30799 2.52372 0.67005 0.262
H 6.64222 4.26838 0.41682 0.247
H 7.19372 3.50519 1.88966 0.358
H 5.18150 3.46301 2.89911 0.345
H 4.90455 4.89750 1.94728 0.331
C 0.79670 -0.87281 0.36617 -1.167
C -0.03568 -0.69579 -0.88996 -0.354
C -1.54266 -0.68054 -0.63464 -0.689
C -2.13511 -1.77393 0.22670 -0.667
N -2.36296 -3.14601 -0.41036 0.358
C -3.84661 -3.41631 -0.55712 -0.818
C -4.21611 -2.71657 -1.84838 -0.509
C -3.01495 -2.96836 -2.76051 -0.663
C -1.86236 -3.33993 -1.82541 -0.264
C -1.76489 -4.18271 0.48607 -1.203
H 0.57497 -1.80230 0.90635 0.248
H 1.85385 -0.90430 0.10449 0.424
H 0.63402 -0.01948 1.03331 0.188
H 0.25961 -1.45663 -1.62355 0.199
H 0.22749 0.25720 -1.35258 0.415
H -2.08554 -0.59311 -1.58228 0.084
H -1.74985 0.25476 -0.10079 0.666
H -3.11093 -1.44009 0.57809 0.067
H -1.54121 -1.91836 1.12644 0.677
H -3.97266 -4.49633 -0.64314 0.437
H -4.37848 -3.05511 0.31867 0.426
H -4.34594 -1.64689 -1.67827 0.277
H -5.14535 -3.09313 -2.27084 0.454
H -2.78356 -2.09424 -3.36608 0.335
H -3.20596 -3.78903 -3.45126 0.338
H -0.95169 -2.77738 -1.98748 -0.054
H -1.62219 -4.39625 -1.93420 0.464
H -2.23985 -4.10524 1.46083 0.425
H -0.69687 -3.99159 0.55901 0.395
H -1.94606 -5.16648 0.05983 0.486



14
Properties=species:S:1:pos:R:3:mulliken_charge:R:1 method="wB97M-V/def2-TZVPD" charge=0 homo_energy_ev=-9.547 gap_ha=0.387 de_lowest_ev=3.7584 total_energy_ha=-270.4198
C -1.99001 -0.17718 0.27642 -1.241
C -0.65960 0.15861 -0.23045 0.735
C 0.09357 0.97774 -0.92849 -0.867
C 0.64362 -0.39754 -0.63245 -0.269
C 1.67699 -0.43955 0.49539 -0.384
O 1.35700 0.63885 1.32468 -0.570
H -1.93878 -0.74114 1.19714 0.294
H -2.63935 0.67797 0.43374 0.299
H -2.48041 -0.81949 -0.44744 0.308
H -0.04128 1.70462 -1.70578 0.375
H 0.67719 -1.17909 -1.39555 0.379
H 2.71722 -0.37167 0.13534 0.274
H 1.56929 -1.42829 0.97392 0.269
H 1.01453 1.39616 0.50352 0.396



9
Properties=species:S:1:pos:R:3:mulliken_charge:R:1 method="wB97M-V/def2-TZVPD" charge=0 homo_energy_ev=-9.825 gap_ha=0.389 de_lowest_ev=2.9915 total_energy_ha=-317.4224
O 1.68897 0.79764 -0.93453 -0.509
C 0.49327 0.32237 -0.53670 0.396
N -0.44589 1.13992 -0.06591 -0.554
N -1.28265 0.28736 0.48862 0.375
N -0.95986 -0.99037 0.45921 -0.546
C 0.19343 -1.00568 -0.19228 -0.219
H 1.62128 0.72985 0.16076 0.393
H -2.09945 0.61210 0.97448 0.239
H 0.76863 -1.90883 -0.34867 0.425



22
Properties=species:S:1:pos:R:3:mulliken_charge:R:1 method="wB97M-V/def2-TZVPD" charge=0 homo_energy_ev=-8.493 gap_ha=0.339 total_energy_ha=-1295.4026
C -3.05968 -0.74320 0.90786 -0.931
C -2.38654 -0.83092 -0.45986 -0.657
N -0.92196 -0.87296 -0.51542 -0.222
C -0.14404 0.20117 -0.33370 0.538
C -0.56100 1.54793 -0.34487 -0.346
C 0.41132 2.50157 -0.12641 0.149
Cl -0.14023 4.10887 -0.00265 -0.189
N 1.70879 2.20580 0.04442 -0.549
C 1.99214 0.91297 0.00482 0.324
S 3.73572 0.59322 0.19927 -0.063
C 3.80704 -1.19440 -0.03188 -0.759
N 1.16009 -0.10813 -0.16109 -0.399
H -2.71511 -1.54843 1.55808 0.293
H -2.76750 0.20540 1.40661 0.258
H -4.16529 -0.77048 0.83055 0.349
H -2.72875 -1.70688 -0.99502 0.391
H -2.71967 -0.00393 -1.09381 0.335
H -0.40225 -1.74730 -0.18647 0.300
H -1.61074 1.87054 -0.35844 0.354
H 3.37384 -1.42313 -1.03703 0.251
H 3.26075 -1.68599 0.75420 0.258
H 4.87306 -1.51171 -0.05916 0.315



46
Properties=species:S:1:pos:R:3:mulliken_charge:R:1 method="wB97M-V/def2-TZVPD" charge=+1 homo_energy_ev=-11.460 gap_ha=0.327 de_lowest_ev=0.3456 total_energy_ha=-5605.5428
Li -0.05475 0.36444 0.22112 0.568
C -1.36808 1.37932 -3.36189 -1.255
P -0.19618 0.54238 -2.23579 0.418
C 1.38158 0.87197 -3.10664 -1.212
C -0.49758 -1.20846 -2.73987 -0.982
C 0.41579 -2.19926 -2.03296 -0.914
P 0.32413 -2.07603 -0.19110 0.469
C 1.47143 -3.43736 0.24219 -1.314
C -1.27744 -2.91111 0.12456 -1.235
H -1.22388 2.45690 -3.30259 0.388
H -2.38996 1.14943 -3.06654 0.353
H -1.20296 1.04952 -4.38822 0.375
H 1.32861 0.49092 -4.12837 0.388
H 2.20862 0.39674 -2.58042 0.294
H 1.55801 1.94703 -3.12989 0.413
H -0.35288 -1.27480 -3.82363 0.459
H -1.54742 -1.43722 -2.52864 0.443
H 1.45866 -2.03165 -2.32187 0.409
H 0.15109 -3.22152 -2.32292 0.435
H 1.18797 -4.34755 -0.28967 0.400
H 1.43253 -3.62231 1.31578 0.388
H 2.49141 -3.16482 -0.02663 0.365
H -1.35460 -3.81525 -0.48354 0.397
H -2.10676 -2.24005 -0.10482 0.329
H -1.33448 -3.17885 1.18014 0.425
C -0.88890 5.01465 1.75693 -1.075
Ge 0.18561 4.33734 3.27820 0.534
C -0.11311 5.43036 4.89679 -1.117
C 2.11167 4.28889 2.79299 -1.213
C -0.51141 2.50372 3.80477 -1.064
Se -0.31578 0.95192 2.63766 0.011
C 1.53946 0.49159 3.00676 -0.789
H -0.57388 6.02666 1.51741 0.368
H -1.94167 5.04828 2.02135 0.363
H -0.77553 4.40268 0.86496 0.291
H 0.19983 6.45721 4.73581 0.366
H 0.44634 5.03773 5.73997 0.367
H -1.16668 5.43863 5.15817 0.368
H 2.44185 5.30435 2.59265 0.386
H 2.30129 3.69605 1.90118 0.342
H 2.71589 3.90499 3.60954 0.370
H -1.58939 2.59356 3.96666 0.399
H -0.07511 2.17867 4.75454 0.422
H 2.11926 1.40886 3.06344 0.226
H 1.90947 -0.14463 2.20158 0.302
H 1.58582 -0.04428 3.95530 0.342



51
Properties=species:S:1:pos:R:3:mulliken_charge:R:1 method="wB97M-V/def2-TZVPD" charge=0 homo_energy_ev=-7.744 gap_ha=0.264 de_lowest_ev=22.0241 total_energy_ha=-1075.0783
C -0.35494 -6.52039 -0.02384 -1.279
O 0.22382 -5.43820 -0.53999 -0.362
C -0.55885 -4.14882 -0.49020 0.456
C -1.96078 -3.95997 -0.18350 -0.623
C -2.51943 -2.76303 0.03480 -0.128
C -1.91493 -1.54549 -0.25872 0.939
C -2.41555 -0.32005 -0.48985 -1.205
C -2.00386 0.38247 0.91231 -0.967
N -0.60468 0.74750 1.00737 -0.092
C -0.05752 1.77075 0.00970 0.881
O -0.96056 2.67088 -0.19091 -0.681
C 1.15332 2.10894 0.23165 0.266
C 2.24824 0.75981 0.16233 -0.886
C 3.55373 1.15072 0.27722 -1.109
C 3.98796 2.35356 0.23304 0.815
C 3.26334 3.37708 0.13145 0.749
C 1.82960 3.33103 0.08406 -1.526
C 3.89963 4.83733 0.13811 -1.049
C 5.38732 4.26450 0.36284 -0.912
C 5.64266 2.79255 0.21910 -1.430
N -4.15376 -0.32886 -0.62772 0.120
C -4.71297 -0.56781 0.75417 -1.493
C -4.58598 0.60356 -1.33139 -0.981
C -0.53249 -1.75811 -1.01718 -0.834
C 0.17713 -2.93451 -0.99517 -1.270
H 0.34725 -7.33714 -0.24097 0.290
H -1.03944 -6.68999 -0.67836 0.585
H -0.61314 -6.50164 0.89308 0.482
H -2.28664 -5.03529 0.18427 0.215
H -3.72095 -2.84212 0.32221 0.098
H -2.05467 0.24344 -1.09774 1.408
H -2.75976 1.35311 0.84798 0.351
H -2.45068 -0.08129 1.81246 0.142
H 0.06757 0.05379 1.05258 0.378
H 1.69476 0.01716 0.21077 1.038
H 4.22136 0.31638 0.16602 0.369
H 1.14969 4.07023 0.23076 0.531
H 3.55573 5.55490 0.84478 0.439
H 4.07645 4.98106 -0.82247 0.397
H 6.17420 4.85563 0.32565 0.810
H 5.56764 4.33842 1.63392 0.190
H 6.00099 2.19822 0.93067 0.562
H 5.99501 2.74064 -0.65538 0.491
H -5.76425 -0.83518 0.36624 0.357
H -4.84459 0.55886 1.33306 0.241
H -4.44151 -1.09177 1.47908 0.672
H -4.08889 0.30857 -2.46479 0.226
H -5.58371 0.32922 -1.41182 0.457
H -4.41378 1.61887 -1.14346 0.352
H 0.10477 -0.97182 -1.25657 0.733
H 1.07612 -3.01770 -1.27162 0.788